{
  "formula": "C6H11N2O6P",
  "method": "ωB97M-V/def2-TZVPD",
  "energy_ev": -30956.2707,
  "smiles": "CN1[C@](C)(C(=O)[O-])[P@@](=O)([O-])O[C@@]1(O)CN",
  "total_charge": -2,
  "fmax_ev_per_a": 5.0,
  "relative_energy_kcal_mol": 12.1,
  "elements": ["C", "C", "C", "C", "C", "C", "N", "N", "O", "O", "O", "O", "O", "O", "P", "H", "H", "H", "H", "H", "H", "H", "H", "H", "H", "H"],
  "xyz": [[-0.446, 1.060, -0.395], [0.062, -0.735, -2.886], [0.123, -2.494, -0.994], [0.993, -0.759, 0.703], [-0.263, 1.939, 0.903], [-0.287, -0.956, -1.420], [0.435, -0.070, -0.468], [-1.208, 3.038, 0.776], [0.174, -1.754, -3.635], [-1.820, 0.818, -0.524], [-3.139, -0.779, -2.032], [-0.025, 1.925, -1.369], [0.230, 0.453, -3.312], [-2.274, -1.641, 0.309], [-2.092, -0.804, -0.945], [-0.011, -2.778, 0.055], [1.042, -2.672, -1.344], [-0.447, -3.213, -1.607], [0.280, -0.928, 1.580], [1.630, -1.488, 0.389], [1.625, -0.015, 1.089], [-0.258, 1.414, 1.958], [0.795, 2.337, 0.928], [0.093, 1.454, -2.376], [-2.116, 2.673, 1.062], [-1.404, 3.280, -0.159]],
  "forces_ev_per_a": [[1.6, 2.5, 1.8], [0.3, -1.1, -1.9], [-4.2, 0.9, -0.7], [-2.9, 3.7, 1.4], [1.5, -0.6, 0.7], [0.7, -3.8, 1.6], [-1.1, -2.1, -0.9], [-0.8, 0.2, 2.8], [-0.2, 1.2, 1.2], [-0.1, -1.7, 0.0], [0.9, -0.3, 0.8], [-0.1, 1.2, -1.9], [0.0, 0.1, -0.2], [0.0, 0.7, -0.9], [-0.8, 0.5, 0.2], [-0.1, 0.5, -0.4], [4.0, -0.5, -1.0], [-0.3, 0.5, 0.3], [0.6, -0.8, -1.3], [1.2, -2.4, -0.5], [1.3, 1.2, 0.9], [-1.0, 0.7, -2.0], [-1.0, -0.2, -0.5], [-0.3, -0.5, 1.9], [0.2, 0.0, 0.2], [0.6, 0.0, -1.5]]
}